No. 1
Here is a structure of composition C37H39N3O3P2SSe2Tl from OMol25. Energies are from the ωB97M-V functional and the def2-TZVPD basis.

Geometry as XYZ:
```
88
Properties=species:S:1:pos:R:3
Tl -0.576 -0.922 -0.542
O -0.173 -3.127 -0.411
C -1.118 -3.999 -0.603
C -0.891 -5.092 -1.473
C -1.838 -6.072 -1.665
C -3.065 -6.028 -0.999
C -3.311 -4.974 -0.144
C -2.378 -3.951 0.061
C -2.737 -2.893 0.985
N -2.121 -1.778 1.081
N -2.589 -0.891 2.026
C -1.867 0.206 2.028
O -0.875 0.478 1.268
C -2.261 1.259 3.016
C -1.393 2.320 3.253
C -1.747 3.325 4.142
C -2.971 3.279 4.794
C -3.838 2.218 4.561
C -3.484 1.209 3.679
H 0.060 -5.115 -1.989
H -1.625 -6.890 -2.346
H -3.805 -6.804 -1.149
H -4.255 -4.919 0.389
H -3.593 -3.057 1.644
H -0.436 2.332 2.745
H -1.061 4.143 4.326
H -3.250 4.066 5.484
H -4.794 2.179 5.069
H -4.144 0.375 3.485
O 0.031 -1.453 -2.889
N -0.679 -0.808 -3.768
C -0.091 -0.491 -4.948
C -0.765 0.172 -5.937
C -2.089 0.548 -5.710
C -2.674 0.230 -4.508
C -1.984 -0.479 -3.512
S -2.716 -0.961 -2.038
H 0.938 -0.812 -5.011
H -0.254 0.399 -6.861
H -2.648 1.085 -6.465
H -3.695 0.507 -4.290
Se 2.023 -0.335 -0.703
P 2.940 -0.071 1.298
Se 2.555 1.655 2.469
C 2.732 -1.593 2.278
C 2.000 -2.680 1.827
C 1.870 -3.809 2.630
C 2.485 -3.857 3.870
C 3.229 -2.769 4.318
C 3.344 -1.638 3.531
C 4.704 -0.154 0.817
C 5.262 -1.380 0.462
C 6.585 -1.453 0.060
C 7.358 -0.299 0.001
C 6.803 0.923 0.349
C 5.479 0.997 0.760
H 1.522 -2.676 0.859
H 1.276 -4.641 2.271
H 2.384 -4.737 4.494
H 3.706 -2.801 5.290
H 3.891 -0.773 3.888
H 4.654 -2.277 0.500
H 7.016 -2.410 -0.209
H 8.393 -0.356 -0.314
H 7.403 1.824 0.306
H 5.035 1.940 1.056
C 0.331 2.943 -3.637
C -0.939 3.130 -2.813
P -0.887 2.146 -1.246
C 0.361 3.059 -0.256
C 0.014 4.469 0.208
C -2.507 2.567 -0.457
C -3.233 3.835 -0.898
H 0.261 3.457 -4.598
H 0.517 1.886 -3.831
H 1.205 3.334 -3.113
H -1.806 2.777 -3.379
H -1.104 4.190 -2.603
H 1.279 3.059 -0.850
H 0.584 2.420 0.601
H -0.190 5.142 -0.628
H 0.845 4.891 0.778
H -0.861 4.466 0.861
H -2.314 2.599 0.617
H -3.150 1.697 -0.619
H -2.630 4.729 -0.737
H -4.157 3.953 -0.328
H -3.503 3.804 -1.955
```

Results
Frontier orbital gap (Ha): 0.259
Net charge: -1



No. 2
Here is a cluster of 3 separate species, C15H12FN2O4 in total from OMol25. Energies are from the ωB97M-V functional and the def2-TZVPD basis.

Geometry as XYZ:
```
34
Properties=species:S:1:pos:R:3
F -2.743 1.535 -0.808
C -2.510 1.646 0.461
N -3.225 1.110 1.429
C -2.620 1.389 2.653
C -1.515 2.098 2.356
N -1.452 2.252 0.986
H -4.065 0.568 1.285
H -3.016 1.049 3.590
H -0.737 2.469 2.998
H -0.724 2.720 0.465
C 1.737 -0.876 1.536
C 1.897 -2.195 1.469
C 1.613 -3.066 2.643
O 1.738 -4.266 2.579
C 1.170 -2.402 3.900
C 1.012 -1.082 3.963
C 1.264 -0.227 2.781
O 1.086 0.979 2.827
H 1.951 -0.221 0.700
H 2.242 -2.698 0.575
H 0.994 -3.054 4.746
H 0.704 -0.574 4.868
C 0.147 0.602 -2.652
C -0.684 1.037 -3.592
C -0.459 0.710 -5.028
O -1.224 1.104 -5.876
C 0.730 -0.118 -5.358
C 1.555 -0.559 -4.410
C 1.325 -0.240 -2.981
O 2.052 -0.645 -2.099
H 0.014 0.820 -1.599
H -1.555 1.643 -3.376
H 0.875 -0.340 -6.407
H 2.424 -1.168 -4.627
```

Results
Frontier orbital gap (Ha): 0.317
Net charge: +1



No. 3
Here is an isolated molecule of C6H10O from OMol25. Energies are from the ωB97M-V functional and the def2-TZVPD basis.

Geometry as XYZ:
```
17
Properties=species:S:1:pos:R:3
C 2.210 -0.091 0.028
C 0.733 -0.009 0.255
C 0.005 -0.966 0.835
C -1.353 -1.082 0.202
C -1.504 0.231 -0.603
C -0.162 0.987 -0.462
O -0.273 2.211 0.260
H 2.691 0.863 -0.201
H 2.314 -0.730 -0.861
H 2.738 -0.600 0.841
H 0.410 -1.737 1.489
H -2.193 -1.319 0.861
H -1.254 -1.930 -0.491
H -1.713 0.029 -1.658
H -2.322 0.849 -0.221
H 0.246 1.303 -1.429
H -0.573 1.991 1.153
```

Results
SMILES string: CC1=CCC[C@H]1O
Frontier orbital gap (Ha): 0.367



No. 4
Here is a structure of composition C17H26F6NOPV from OMol25. Energies are from the ωB97M-V functional and the def2-TZVPD basis.

Geometry as XYZ:
```
53
Properties=species:S:1:pos:R:3
C -2.342 0.423 -3.378
C -2.007 -0.765 -2.710
C -1.258 -0.733 -1.501
C -0.801 0.527 -1.083
C -1.077 1.702 -1.799
C -1.878 1.662 -2.945
C -1.064 -2.023 -0.734
C 0.064 -3.053 -1.125
N 1.407 -2.586 -1.350
V -0.829 1.302 0.890
C -0.481 3.005 -1.363
P 0.956 2.558 -0.250
H -2.381 -1.715 -3.102
H -2.128 2.573 -3.497
H -2.989 0.373 -4.259
H -1.205 3.675 -0.857
H -0.014 3.596 -2.165
H -0.911 -1.771 0.321
H -2.024 -2.587 -0.798
H 0.171 -3.758 -0.277
C 1.581 4.179 0.265
C 2.088 2.173 -1.618
H -0.265 -3.669 -2.001
C 1.680 -1.814 -2.531
C 2.413 -2.658 -0.325
H 1.814 1.860 2.717
H 2.163 -2.426 -3.317
H 0.741 -1.422 -2.948
H 2.367 -0.986 -2.287
H 2.915 -3.647 -0.303
H 3.182 -1.899 -0.503
H 1.982 -2.504 0.674
H 2.255 3.121 -2.148
H 3.026 1.792 -1.193
H 1.632 1.443 -2.302
H 1.672 4.804 -0.632
H 0.898 4.637 0.997
H 2.567 3.997 0.717
H 1.917 1.215 2.439
C -0.309 0.049 4.186
C -0.880 -0.593 2.939
O -0.181 -0.317 1.782
C -0.804 -2.163 3.207
F -1.393 -2.554 4.377
F -1.359 -2.904 2.209
F 0.510 -2.535 3.277
C -2.380 -0.194 2.770
F -3.067 -0.269 3.931
F -2.467 1.158 2.343
F -3.055 -0.902 1.826
H 0.732 -0.291 4.281
H -0.900 -0.232 5.065
H -0.282 1.146 4.085
```

Results
Multiplicity: 4
Frontier orbital gap (spin up / spin down) (Ha): 0.261 / 0.245
⟨S²⟩: 3.776



No. 5
Here is a cluster of 3 separate species, C15H15F5N4O5 in total from OMol25. Energies are from the ωB97M-V functional and the def2-TZVPD basis.

Geometry as XYZ:
```
44
Properties=species:S:1:pos:R:3
O 1.929 -3.398 0.790
C 1.910 -2.331 0.282
O 3.051 -1.481 0.180
C 2.491 -0.206 0.211
O 2.880 0.803 0.705
C 1.103 -0.247 -0.501
C 0.379 0.979 -1.100
F 1.356 1.687 -1.817
F -0.596 0.679 -2.001
C -0.114 2.008 0.033
F -1.354 2.492 -0.261
F 0.714 3.110 0.054
F -0.055 1.481 1.284
C 0.754 -1.565 -0.420
C -0.559 -2.218 -0.932
C -1.867 -1.501 -0.456
C -3.016 -1.489 -1.363
C -4.211 -0.780 -0.915
C -4.260 -0.106 0.382
C -3.110 -0.159 1.297
C -1.921 -0.867 0.850
H -0.556 -2.401 -2.044
H -0.594 -3.253 -0.476
H -2.920 -2.011 -2.342
H -5.072 -0.744 -1.620
H -5.157 0.462 0.714
H -3.175 0.333 2.290
H -1.012 -0.905 1.500
C -0.651 4.557 -3.878
O -1.792 4.151 -4.016
N 0.136 4.192 -2.828
N -0.064 5.411 -4.764
H 1.076 4.513 -2.695
H -0.263 3.565 -2.156
H -0.614 5.702 -5.552
H 0.872 5.756 -4.669
C 3.087 -3.576 4.955
O 3.205 -4.269 5.950
N 3.173 -4.080 3.693
N 2.857 -2.233 5.019
H 3.078 -3.527 2.862
H 3.342 -5.067 3.606
H 2.787 -1.824 5.934
H 2.756 -1.644 4.214
```

Results
SMILES string: O=C1OC(=O)C(C(F)(F)C(F)(F)F)=C1Cc1ccccc1.NC(N)=O.NC(N)=O
Frontier orbital gap (Ha): 0.293



No. 6
Here is a cluster of 12 separate species, C48H72O36 in total from OMol25. Energies are from the ωB97M-V functional and the def2-TZVPD basis.

Geometry as XYZ:
```
156
Properties=species:S:1:pos:R:3
C 7.438 2.861 -4.920
C 6.623 1.684 -4.434
C 5.576 1.076 -5.384
O 5.979 -0.281 -5.578
C 7.058 -0.556 -4.780
O 7.558 -1.679 -4.669
O 7.537 0.655 -4.225
H 7.940 3.457 -4.157
H 6.698 3.381 -5.528
H 8.245 2.484 -5.548
H 6.078 1.836 -3.503
H 5.648 1.536 -6.370
H 4.565 1.321 -5.059
C -0.897 9.685 1.057
C -2.112 10.173 0.162
C -2.650 8.886 -0.538
O -3.685 8.506 0.192
C -4.128 9.556 0.787
O -5.205 9.572 1.334
O -3.203 10.511 0.980
H -0.795 8.601 1.122
H -0.770 10.115 2.050
H 0.006 10.190 0.712
H -1.814 10.925 -0.569
H -1.947 8.055 -0.472
H -2.894 8.880 -1.600
C 8.249 -9.299 -2.478
C 7.530 -8.590 -1.352
C 6.026 -8.499 -1.487
O 5.425 -9.162 -0.447
C 6.364 -9.942 0.191
O 6.242 -10.638 1.204
O 7.541 -9.678 -0.347
H 9.249 -9.576 -2.146
H 8.314 -8.723 -3.401
H 7.745 -10.231 -2.734
H 8.109 -7.848 -0.802
H 5.492 -8.853 -2.369
H 5.880 -7.427 -1.356
C -1.273 1.689 -1.329
C -0.408 0.976 -0.380
C -1.081 -0.006 0.471
O -0.164 -1.075 0.590
C 0.743 -0.974 -0.337
O 1.745 -1.672 -0.456
O 0.355 -0.036 -1.110
H -1.841 0.959 -1.906
H -0.631 2.171 -2.067
H -2.003 2.375 -0.900
H 0.294 1.559 0.216
H -2.036 -0.127 -0.039
H -1.157 0.547 1.407
C 4.482 9.622 -4.994
C 4.997 8.653 -3.970
C 5.343 9.301 -2.648
O 4.416 8.601 -1.784
C 3.683 7.668 -2.388
O 2.851 6.975 -1.893
O 4.086 7.570 -3.633
H 3.495 10.048 -4.815
H 4.617 9.103 -5.943
H 5.119 10.506 -5.042
H 5.836 8.183 -4.483
H 5.291 10.390 -2.644
H 6.378 9.098 -2.374
C 6.833 2.651 5.619
C 5.691 3.487 4.940
C 4.317 3.548 5.531
O 4.068 4.946 5.659
C 5.102 5.706 5.256
O 5.117 6.900 5.359
O 6.084 4.846 4.896
H 6.665 2.676 6.695
H 7.752 3.157 5.321
H 6.765 1.655 5.183
H 5.730 3.084 3.928
H 4.282 3.042 6.496
H 3.451 3.256 4.937
C -4.851 4.885 6.973
C -3.530 4.236 7.467
C -3.314 3.769 8.962
O -2.940 2.393 8.756
C -2.701 2.130 7.435
O -2.077 1.081 7.060
O -3.205 3.041 6.728
H -4.968 5.807 7.543
H -5.649 4.142 6.996
H -4.659 5.210 5.951
H -2.693 4.906 7.267
H -4.278 3.933 9.442
H -2.552 4.351 9.481
C 0.884 -4.329 -9.634
C 1.262 -4.139 -8.113
C 0.726 -2.877 -7.528
O 0.352 -3.209 -6.229
C 0.207 -4.529 -6.141
O -0.090 -5.109 -5.101
O 0.562 -5.079 -7.413
H 1.462 -3.537 -10.111
H -0.145 -4.095 -9.908
H 1.078 -5.349 -9.967
H 2.336 -4.279 -7.994
H -0.041 -2.409 -8.145
H 1.504 -2.128 -7.384
C -8.136 -1.932 -10.489
C -8.639 -0.942 -9.414
C -9.194 -1.829 -8.247
O -8.592 -1.281 -7.184
C -7.547 -0.579 -7.607
O -6.759 -0.125 -6.782
O -7.477 -0.499 -8.945
H -7.497 -1.503 -11.261
H -9.046 -2.381 -10.887
H -7.495 -2.649 -9.976
H -9.277 -0.100 -9.684
H -8.822 -2.848 -8.354
H -10.267 -1.645 -8.201
C -7.701 -0.159 3.352
C -8.280 -0.242 1.912
C -8.622 -1.572 1.320
O -9.946 -1.572 0.963
C -10.429 -0.361 1.265
O -11.529 0.012 0.925
O -9.559 0.403 2.011
H -7.105 0.750 3.441
H -7.019 -0.959 3.641
H -8.612 -0.121 3.950
H -7.567 0.265 1.262
H -8.550 -2.375 2.054
H -8.074 -1.793 0.404
C 1.795 -6.844 5.057
C 2.359 -5.437 4.869
C 2.960 -4.846 6.130
O 4.196 -4.479 5.794
C 4.519 -4.739 4.580
O 5.459 -4.319 3.973
O 3.561 -5.482 4.084
H 1.649 -7.132 6.098
H 2.445 -7.637 4.687
H 0.811 -6.961 4.604
H 1.739 -4.563 4.674
H 2.875 -5.654 6.858
H 2.387 -3.953 6.377
C -3.949 -8.918 7.170
C -4.408 -7.558 6.622
C -3.637 -6.288 7.198
O -3.451 -5.452 6.100
C -4.049 -6.043 4.961
O -4.200 -5.466 3.902
O -4.151 -7.358 5.231
H -4.058 -9.147 8.230
H -2.900 -9.066 6.916
H -4.598 -9.687 6.750
H -5.478 -7.378 6.729
H -2.754 -6.731 7.659
H -4.071 -5.667 7.981
```

Results
SMILES string: C[C@H]1COC(=O)O1.C[C@H]1COC(=O)O1.C[C@H]1COC(=O)O1.C[C@H]1COC(=O)O1.C[C@H]1COC(=O)O1.C[C@H]1COC(=O)O1.C[C@H]1COC(=O)O1.C[C@H]1COC(=O)O1.C[C@H]1COC(=O)O1.C[C@H]1COC(=O)O1.C[C@H]1COC(=O)O1.C[C@H]1COC(=O)O1
Frontier orbital gap (Ha): 0.380



No. 7
Here is an isolated molecule of C6H2ClNO2 from OMol25. Energies are from the ωB97M-V functional and the def2-TZVPD basis.

Geometry as XYZ:
```
12
Properties=species:S:1:pos:R:3
C -1.034 -1.626 0.012
C -0.498 -2.405 0.876
C -0.676 -0.387 -0.353
C 0.483 0.055 0.370
C 0.518 -2.308 1.700
C 1.156 -0.634 1.320
N 1.112 -3.147 2.652
O 0.784 -4.317 2.601
O 1.897 -2.666 3.445
Cl 2.516 -0.164 2.166
H -1.153 0.239 -1.086
H 0.837 1.045 0.124
```

Results
SMILES string: O=[N+]([O-])c1c#cccc1Cl
Frontier orbital gap (Ha): 0.307



No. 8
Here is the ion C20H40BBrNO2 with charge -1 from OMol25. Energies are from the ωB97M-V functional and the def2-TZVPD basis.

Geometry as XYZ:
```
65
Properties=species:S:1:pos:R:3
C 2.643 -1.425 3.514
C 2.617 -2.754 3.892
C 1.408 -3.567 3.963
O 1.388 -4.545 4.637
O 0.265 -3.164 3.301
C -0.661 -2.597 4.254
C -1.204 -1.197 3.871
C -0.257 -0.310 3.037
C -1.072 0.630 2.134
C -0.257 1.162 0.926
C 0.189 0.032 -0.049
B -0.292 0.120 -1.614
C 0.754 1.057 -2.524
C 1.371 2.269 -1.808
C 2.505 2.884 -2.712
C 3.880 2.862 -2.031
N 4.363 1.512 -1.744
C -1.825 0.648 -1.913
C -2.894 0.206 -0.868
C -1.998 2.162 -2.169
C -3.491 2.614 -2.282
C -0.103 -1.407 -2.302
Br 1.572 -2.332 -1.789
C -1.265 -2.403 -2.151
C -1.412 -3.119 -0.785
H 2.539 -1.108 2.479
H 2.758 -0.667 4.292
H 3.538 -3.246 4.199
H -1.523 -3.272 4.279
H -0.279 -2.562 5.277
H -2.149 -1.328 3.340
H -1.472 -0.674 4.795
H 0.274 0.328 3.755
H 0.472 -0.870 2.460
H -1.351 1.528 2.707
H -2.013 0.190 1.796
H 0.628 1.639 1.372
H -0.868 1.951 0.477
H -0.048 -0.919 0.444
H 1.289 0.065 -0.054
H 1.612 0.421 -2.805
H 0.305 1.339 -3.488
H 1.863 2.018 -0.866
H 0.672 3.091 -1.631
H 2.236 3.883 -3.075
H 2.603 2.261 -3.609
H 3.877 3.483 -1.130
H 4.593 3.328 -2.730
H 3.937 0.820 -2.345
H 4.243 1.276 -0.770
H -2.135 0.165 -2.860
H -3.004 1.023 -0.141
H -2.591 -0.665 -0.287
H -3.892 0.092 -1.302
H -1.548 2.810 -1.410
H -1.555 2.460 -3.125
H -3.857 2.754 -1.262
H -3.528 3.609 -2.737
H -4.095 1.888 -2.826
H -0.007 -1.206 -3.375
H -2.242 -1.990 -2.415
H -1.101 -3.200 -2.891
H -2.310 -2.827 -0.233
H -0.552 -3.032 -0.123
H -1.542 -4.192 -0.970
```

Results
Frontier orbital gap (Ha): 0.222
Net charge: -1